DFT (the ωB97M-V functional and the def2-TZVPD basis) results for a 11-piece molecular cluster, C31H88N4O15 overall at a distorted geometry.

Element x y z (Å)
1 C 1.33664 -2.69170 -3.69038
2 O 0.90229 -1.55178 -4.49971
3 C 1.46262 -1.52048 -5.80719
4 C 1.30569 -0.13474 -6.37998
5 N -0.11100 0.27458 -6.29276
6 C -0.23276 1.51816 -7.07976
7 C -1.72919 1.94281 -7.15432
8 O -2.20251 2.11633 -5.86926
9 C -3.59613 2.31934 -5.71946
10 H 1.10588 -3.59984 -4.28499
11 H 0.70465 -2.65392 -2.80274
12 H 2.36913 -2.67169 -3.36084
13 H 0.80146 -2.14768 -6.45071
14 H 2.44080 -1.96549 -5.86711
15 H 1.58626 -0.16426 -7.46938
16 H 1.99602 0.56289 -5.84797
17 H -0.35246 0.44051 -5.29920
18 H 0.03823 1.25913 -8.09741
19 H 0.48462 2.30539 -6.69593
20 H -2.19269 1.10423 -7.67132
21 H -1.89813 2.80686 -7.79069
22 H -4.22353 1.59157 -6.25944
23 H -3.90923 3.31689 -6.11670
24 H -3.93750 2.25655 -4.68805
25 C -5.77112 0.22263 6.76448
26 O -4.56821 0.99598 7.07803
27 C -4.83452 2.38595 7.04335
28 C -3.51668 3.07981 7.27535
29 N -2.52855 2.95628 6.21248
30 C -2.66203 3.88758 5.08200
31 C -1.62629 3.51140 4.04323
32 O -1.86359 2.19541 3.55001
33 C -0.82739 1.82300 2.62944
34 H -6.59552 0.41354 7.41422
35 H -5.50823 -0.82168 6.86906
36 H -6.09795 0.52939 5.74615
37 H -5.56406 2.75712 7.82528
38 H -5.24986 2.61412 6.02494
39 H -3.06216 2.69631 8.18728
40 H -3.66140 4.14908 7.42102
41 H -2.43489 2.00900 5.85227
42 H -2.58283 4.95019 5.48659
43 H -3.61094 3.75782 4.55315
44 H -0.62031 3.52905 4.45499
45 H -1.67343 4.16678 3.15362
46 H -0.70490 2.58210 1.82656
47 H -1.02338 0.84795 2.17736
48 H 0.11467 1.82466 3.17613
49 C -1.26501 -3.67394 2.24832
50 O -0.25980 -4.46247 2.85401
51 C 0.88312 -3.71890 3.04264
52 C 1.95797 -4.58503 3.57176
53 N 2.25940 -5.68035 2.69867
54 C 3.19037 -6.62820 3.31287
55 C 3.45631 -7.83635 2.42117
56 O 4.23381 -8.74852 3.18556
57 C 4.45461 -9.95592 2.46574
58 H -1.57890 -2.80891 2.88381
59 H -2.12462 -4.25760 1.96606
60 H -0.83581 -3.23054 1.33648
61 H 0.62432 -2.87593 3.69420
62 H 1.08926 -3.27516 2.05440
63 H 1.69349 -4.97888 4.54285
64 H 2.85276 -3.97093 3.70515
65 H 1.35974 -6.09726 2.41799
66 H 2.83480 -7.01679 4.24983
67 H 4.11825 -6.08034 3.42538
68 H 3.97499 -7.50913 1.49358
69 H 2.49339 -8.25251 2.09051
70 H 5.24311 -10.48478 3.01526
71 H 4.77138 -9.79453 1.42269
72 H 3.60331 -10.62826 2.51758
73 C 2.40900 3.96774 0.68726
74 O 1.05107 4.33515 0.60877
75 C 0.43797 4.08202 -0.60627
76 C -0.57752 5.15047 -0.83131
77 N -1.32518 4.82804 -2.00706
78 C -2.33032 5.83749 -2.30008
79 C -3.17207 5.33256 -3.42221
80 O -4.12734 6.28026 -3.78855
81 C -5.35262 6.05793 -3.19534
82 H 3.06827 4.39925 -0.08396
83 H 2.53491 2.86224 0.66761
84 H 2.87007 4.26197 1.65283
85 H 1.17844 4.23104 -1.39037
86 H 0.03421 3.08584 -0.64968
87 H -1.28286 5.09053 0.04056
88 H -0.06354 6.09934 -0.78377
89 H -0.63954 4.79933 -2.77412
90 H -2.90896 5.99081 -1.40772
91 H -1.86097 6.81282 -2.54880
92 H -2.47828 5.14275 -4.26281
93 H -3.58216 4.40351 -3.00837
94 H -5.81237 5.12751 -3.54006
95 H -6.05848 6.88237 -3.35941
96 H -5.39349 5.96300 -2.11905
97 C 5.51364 1.04015 -0.00442
98 O 5.19893 2.30858 -0.53590
99 H 4.64415 0.66809 0.54717
100 H 5.75164 0.27056 -0.77877
101 H 6.39127 1.13445 0.67863
102 H 4.44174 2.19470 -1.11800
103 C 2.91381 -1.02930 4.09895
104 O 2.38647 -0.35352 2.97176
105 H 3.29876 -0.36009 4.87839
106 H 2.21569 -1.71567 4.54619
107 H 3.79714 -1.61593 3.77797
108 H 1.51087 0.02516 3.14255
109 C 3.21725 0.72716 -2.91361
110 O 2.87322 1.50481 -1.79459
111 H 3.77810 1.37230 -3.61604
112 H 3.86531 -0.10102 -2.59161
113 H 2.31410 0.28768 -3.26435
114 H 2.43510 0.97811 -1.06940
115 C -1.67125 1.33905 -2.43240
116 O -2.64374 2.28284 -2.01389
117 H -1.14465 1.64931 -3.34844
118 H -0.97741 1.12906 -1.63723
119 H -2.20469 0.41756 -2.67488
120 H -2.25874 3.16222 -1.84412
121 C -2.07572 -3.94042 -1.37588
122 O -1.51920 -2.61945 -1.37922
123 H -1.60836 -4.49810 -0.57471
124 H -3.13055 -3.95619 -1.27956
125 H -1.86391 -4.51541 -2.26646
126 H -1.86938 -2.14105 -2.14795
127 C 2.92382 -4.22780 -0.37793
128 O 3.49523 -5.34929 0.21152
129 H 3.51295 -3.80358 -1.19585
130 H 1.93267 -4.46271 -0.76932
131 H 2.65694 -3.41621 0.32283
132 H 3.09379 -5.33486 1.12313
133 C 1.05638 -1.05790 -0.26846
134 O 1.85148 -0.01146 0.26259
135 H 0.48510 -0.71288 -1.15946
136 H 1.67493 -1.91177 -0.60175
137 H 0.32612 -1.44295 0.43790
138 H 2.08694 -0.16413 1.18832

Calculated values
- Largest force on an atom: 0.0516 Eh/bohr
- Frontier orbital gap: 8.943 eV
- LUMO level: 0.4 eV
- Electronic energy: -70238.1934 eV

These are the Löwdin partial charges, in e, on atoms 1 to 2: C -0.0694; O -0.2235